C3H9IN | ωB97M-V with the def2-TZVPD basis set

Calculated values
- net charge = +1
- total energy (eV) = -12837.3382
- LUMO level (spin up / spin down) (eV) = -4.0841 / -5.7860
- Kohn-Sham gap (spin up / spin down) (Eh) = 0.33811 / 0.26175

The geometry in XYZ format:
```
14
Properties=species:S:1:pos:R:3:lowdin_charge:R:1
C -2.30 -0.94 0.22 0.15
C 1.24 -0.76 -0.38 -0.50
C 0.39 0.11 0.35 -0.25
N 0.39 1.51 -0.10 0.16
I 3.43 -0.09 -0.04 0.73
H -2.82 -0.02 0.41 0.00
H -2.19 -1.29 -0.78 0.00
H -2.11 -1.62 1.03 0.01
H 1.23 -1.79 -0.03 0.06
H 1.16 -0.72 -1.46 0.06
H 0.33 0.02 1.42 0.11
H -0.23 2.10 0.46 0.18
H 0.12 1.60 -1.09 0.18
H 1.37 1.87 -0.01 0.11
```

C6H13ClN3O2P | ωB97M-V with the def2-TZVPD basis set

Calculated values
- structure (SMILES) = NP(N)(=O)/C(Cl)=C/CCC/C=N\O
- total energy (eV) = -36808.3648
- LUMO level (eV) = 0.6598
- Kohn-Sham gap (Eh) = 0.37163

The geometry in XYZ format:
```
26
Properties=species:S:1:pos:R:3:lowdin_charge:R:1
C 2.01 -0.78 -1.55 -0.22
C 0.68 -1.41 -1.29 -0.19
C 2.88 -0.53 -0.30 -0.16
C -0.25 -0.28 -0.89 -0.19
C 2.19 -0.07 0.96 -0.19
C -1.47 -0.44 -0.44 -0.71
N 1.57 1.02 1.13 0.01
N -1.77 0.69 2.05 -0.06
N -4.06 0.44 0.81 -0.10
O 1.59 1.78 -0.06 -0.11
O -2.29 2.22 -0.08 -0.35
P -2.46 0.88 0.53 0.44
Cl -2.39 -1.93 -0.41 0.62
H 2.74 -1.33 -2.19 0.12
H 1.67 0.11 -2.06 0.10
H 0.35 -1.84 -2.30 0.15
H 0.64 -2.12 -0.56 0.08
H 3.31 -1.52 0.03 0.13
H 3.56 0.34 -0.35 0.13
H 0.96 2.53 0.09 0.12
H 0.10 0.74 -0.92 0.09
H 2.00 -0.69 1.82 0.11
H -1.46 1.53 2.41 0.02
H -0.92 0.10 1.96 0.04
H -4.83 1.02 0.45 0.06
H -4.35 -0.47 1.19 0.05
```

C21H22N2 | ωB97M-V with the def2-TZVPD basis set

Calculated values
- structure (SMILES) = Cc1ccc(/C=C/[C@H](c2ccc(C)cc2)n2ccnc2C)cc1
- total energy (eV) = -25113.0615
- LUMO level (eV) = 0.1651
- Kohn-Sham gap (Eh) = 0.30388

The geometry in XYZ format:
```
45
Properties=species:S:1:pos:R:3:lowdin_charge:R:1
C 6.14 -1.43 2.30 -0.06
C 4.85 -0.72 2.56 -0.29
C 4.80 0.66 2.61 -0.04
C 3.60 1.33 2.76 -0.04
C 2.43 0.62 3.01 -0.14
C 1.16 1.51 3.29 -0.19
C -0.13 0.72 2.97 -0.05
C -1.37 1.27 2.90 -0.05
C -2.61 0.55 2.63 -0.23
C -3.81 1.29 2.55 -0.03
C -5.05 0.67 2.43 -0.05
C -5.17 -0.72 2.39 -0.29
C -6.51 -1.36 2.23 -0.06
C -3.98 -1.46 2.45 -0.04
C -2.73 -0.86 2.57 -0.02
C 2.43 -0.79 2.82 -0.02
C 3.66 -1.44 2.61 -0.04
H 5.97 -2.50 2.19 0.07
H 6.61 -1.10 1.36 0.08
H 6.88 -1.25 3.09 0.08
H 5.70 1.25 2.60 0.11
H 3.54 2.42 2.66 0.10
H 1.16 2.45 2.66 0.16
H 0.03 -0.24 2.42 0.10
H -1.48 2.37 2.90 0.13
H -3.73 2.38 2.65 0.11
H -5.94 1.29 2.38 0.11
H -6.42 -2.44 2.17 0.07
H -7.17 -1.11 3.06 0.08
H -7.03 -1.00 1.33 0.08
H -4.07 -2.54 2.35 0.11
H -1.84 -1.49 2.65 0.11
H 1.52 -1.41 2.78 0.10
H 3.70 -2.53 2.51 0.11
C 2.61 4.43 4.60 -0.03
C 1.87 3.27 5.16 -0.34
N 1.78 3.26 6.48 0.07
C 1.08 2.15 6.85 -0.15
C 0.74 1.44 5.72 -0.09
N 1.21 2.15 4.64 -0.01
H 3.09 4.31 3.63 0.06
H 2.00 5.33 4.60 0.08
H 3.40 4.67 5.32 0.08
H 0.83 1.94 7.88 0.09
H 0.19 0.51 5.56 0.12
```

C17H25F9IN2O2S | ωB97M-V with the def2-TZVPD basis set

Calculated values
- net charge = +1
- structure (SMILES) = CCCOCc1c(CCCCC(F)(F)C(F)(F)S(F)(F)(F)(F)F)n(CC(=O)I)c[n+]1CC
- total energy (eV) = -68480.8728
- LUMO level (eV) = -4.0111
- Kohn-Sham gap (Eh) = 0.29990

The geometry in XYZ format:
```
57
Properties=species:S:1:pos:R:3:lowdin_charge:R:1
C 5.72 -0.49 0.01 -0.14
C 4.23 -1.22 -0.02 -0.22
C 3.36 -0.94 1.36 -0.19
O 2.17 -1.80 1.44 -0.24
C 1.24 -1.52 0.33 -0.14
C -0.32 -1.92 0.63 0.04
C -1.49 -1.80 -0.56 0.01
C -1.30 -1.33 -2.11 -0.13
C -1.60 0.28 -2.35 -0.19
C -0.13 1.07 -2.52 -0.17
C -0.32 2.72 -2.30 -0.07
C -0.06 3.14 -0.71 -0.21
F -0.89 2.20 0.09 -0.01
F 1.42 2.88 -0.50 -0.01
C -0.47 4.72 -0.56 -0.22
F 0.67 5.51 -1.16 0.01
F -1.67 5.12 -1.34 0.02
S -0.70 5.35 1.17 1.09
F 0.68 6.37 0.98 -0.19
F 0.31 4.18 1.89 -0.18
F -2.15 4.47 1.45 -0.18
F -1.70 6.63 0.50 -0.20
F -0.90 6.05 2.74 -0.18
N -2.78 -2.26 0.09 -0.06
C -4.19 -2.44 -0.43 -0.14
C -4.65 -1.37 -1.59 -0.63
O -4.88 -0.07 -1.43 -0.08
I -4.94 -2.23 -3.63 0.81
C -2.49 -2.64 1.52 0.08
N -1.02 -2.45 1.87 -0.05
C -0.33 -2.76 3.22 -0.14
C 0.55 -4.16 2.94 -0.10
H 6.19 -0.46 -1.06 0.08
H 5.65 0.63 0.39 0.09
H 6.44 -1.09 0.73 0.09
H 4.39 -2.37 -0.23 0.13
H 3.64 -0.68 -0.89 0.10
H 3.02 0.21 1.39 0.14
H 4.03 -1.18 2.31 0.15
H 1.60 -2.19 -0.58 0.15
H 1.29 -0.39 0.03 0.12
H -1.96 -1.98 -2.84 0.08
H -0.17 -1.49 -2.40 0.12
H -2.17 0.40 -3.37 0.12
H -2.28 0.76 -1.53 0.11
H 0.18 0.86 -3.65 0.14
H 0.70 0.65 -1.80 0.09
H 0.51 3.31 -2.91 0.15
H -1.42 2.94 -2.66 0.14
H -4.37 -3.56 -0.77 0.14
H -4.91 -2.25 0.50 0.16
H -3.28 -3.06 2.28 0.17
H -1.14 -3.04 4.02 0.13
H 0.37 -1.89 3.55 0.14
H 1.54 -4.19 3.59 0.10
H 0.89 -4.17 1.80 0.09
H -0.13 -5.11 3.07 0.09
```

C43H68Br2ClN10O4P2Pt | ωB97M-V with the def2-TZVPD basis set

Calculated values
- net charge = +3
- total energy (eV) = -243193.8370
- ⟨S²⟩ = 6.013
- multiplicity = 5
- LUMO level (spin up / spin down) (eV) = -7.9076 / -10.3501
- Kohn-Sham gap (spin up / spin down) (Eh) = 0.31374 / 0.22438

The geometry in XYZ format:
```
131
Properties=species:S:1:pos:R:3:lowdin_charge:R:1
Pt -0.41 0.18 -0.13 1.42
Br -2.86 5.13 3.88 0.92
C -2.23 3.74 2.81 -0.66
C -1.79 2.55 3.38 -0.05
C -1.32 1.57 2.54 -0.11
N -1.28 1.71 1.22 -0.06
C -1.73 2.85 0.65 -0.21
C -2.20 3.89 1.42 -0.02
C -1.71 2.88 -0.84 -0.20
C -2.30 3.89 -1.57 -0.02
C -2.26 3.82 -2.96 -0.66
Br -3.05 5.17 -3.98 0.91
C -1.64 2.74 -3.57 -0.04
C -1.07 1.77 -2.76 -0.10
N -1.10 1.84 -1.44 -0.01
H -1.82 2.41 4.45 0.12
H -0.96 0.62 2.92 0.09
H -2.54 4.81 0.98 0.12
H -2.80 4.72 -1.09 0.12
H -1.61 2.64 -4.65 0.13
H -0.59 0.90 -3.18 0.09
O -0.49 -1.36 1.67 -0.36
P -0.14 -2.75 2.11 0.60
N 1.29 -3.26 1.19 -0.01
C 1.47 -3.06 -0.22 -0.16
C 2.64 -3.95 -0.63 -0.12
C 3.39 -4.27 0.68 -0.09
C 2.47 -3.82 1.82 -0.12
N -1.18 -3.93 1.77 -0.18
C -2.64 -3.68 1.64 -0.14
C -3.11 -4.63 0.52 -0.13
C -1.83 -5.29 -0.02 -0.14
C -0.90 -5.26 1.18 -0.15
N 0.35 -2.81 3.65 -0.19
C 0.03 -3.94 4.58 -0.16
C 0.68 -3.50 5.89 -0.15
C 0.60 -1.97 5.84 -0.15
C 0.94 -1.67 4.39 -0.18
H 1.66 -1.98 -0.38 0.10
H 0.52 -3.25 -0.74 0.12
H 3.28 -3.44 -1.35 0.07
H 2.28 -4.85 -1.11 0.13
H 4.35 -3.76 0.74 0.10
H 3.60 -5.34 0.76 0.13
H 2.89 -3.02 2.45 0.13
H 2.17 -4.61 2.51 0.14
H -2.81 -2.63 1.41 0.07
H -3.14 -3.90 2.59 0.12
H -3.66 -4.11 -0.25 0.10
H -3.77 -5.39 0.94 0.12
H -1.40 -4.69 -0.84 0.11
H -2.00 -6.30 -0.39 0.13
H 0.16 -5.38 0.93 0.11
H -1.16 -6.04 1.90 0.14
H 0.43 -4.88 4.21 0.11
H -1.05 -4.04 4.68 0.12
H 1.72 -3.82 5.93 0.12
H 0.16 -3.93 6.75 0.13
H 1.29 -1.49 6.53 0.13
H -0.41 -1.64 6.07 0.12
H 2.03 -1.64 4.24 0.10
H 0.53 -0.73 4.02 0.09
Cl -3.20 -0.24 -0.14 0.72
C -3.27 -0.99 -1.77 -0.38
C -1.87 -1.26 -2.32 -0.68
O -1.73 -1.41 -3.50 0.12
O -0.90 -1.37 -1.42 -0.26
H -3.83 -0.33 -2.42 0.10
H -3.80 -1.94 -1.66 0.09
N 4.20 -0.03 2.67 0.17
N 3.14 0.58 2.05 -0.25
N 2.96 1.87 2.11 0.19
C 1.82 2.01 1.44 -0.16
N 1.38 0.83 1.00 -0.11
N 2.24 -0.10 1.42 0.10
H 4.88 0.68 2.91 0.13
H 4.59 -0.74 2.05 0.10
H 1.34 2.96 1.26 0.13
O 1.47 0.20 -1.56 -0.45
P 2.39 0.39 -2.78 0.90
C 1.64 -0.51 -4.20 -0.31
C 2.15 -0.32 -5.64 -0.15
C 3.12 -1.38 -6.18 -0.18
C 2.69 -2.80 -5.83 -0.18
C 2.42 -2.96 -4.34 -0.19
C 1.34 -1.99 -3.87 -0.18
C 4.10 -0.06 -2.32 -0.32
C 5.05 -0.40 -3.48 -0.18
C 6.51 -0.43 -2.98 -0.16
C 6.60 -0.84 -1.50 -0.18
C 5.50 -1.85 -1.18 -0.18
C 4.13 -1.16 -1.24 -0.20
C 2.37 2.18 -3.24 -0.32
C 3.50 2.73 -4.13 -0.16
C 4.76 3.18 -3.40 -0.18
C 4.44 4.12 -2.25 -0.18
C 3.45 3.48 -1.28 -0.20
C 2.16 3.09 -2.01 -0.19
H 0.67 0.00 -4.17 0.09
H 2.57 0.67 -5.78 0.09
H 1.26 -0.34 -6.28 0.13
H 4.13 -1.20 -5.83 0.09
H 3.15 -1.27 -7.26 0.12
H 3.45 -3.51 -6.15 0.12
H 1.78 -3.06 -6.38 0.13
H 3.34 -2.83 -3.77 0.09
H 2.08 -3.98 -4.15 0.12
H 1.15 -2.08 -2.79 0.07
H 0.40 -2.25 -4.36 0.12
H 4.46 0.86 -1.88 0.09
H 4.95 0.33 -4.28 0.10
H 4.78 -1.37 -3.89 0.09
H 6.98 0.54 -3.12 0.11
H 7.06 -1.14 -3.59 0.12
H 6.49 0.03 -0.85 0.11
H 7.59 -1.25 -1.29 0.12
H 5.66 -2.29 -0.19 0.10
H 5.55 -2.67 -1.90 0.13
H 3.91 -0.69 -0.28 0.08
H 3.34 -1.90 -1.42 0.05
H 1.45 2.23 -3.83 0.10
H 3.09 3.60 -4.65 0.13
H 3.77 2.02 -4.92 0.09
H 5.41 3.69 -4.12 0.13
H 5.34 2.33 -3.03 0.09
H 3.99 5.04 -2.64 0.13
H 5.35 4.41 -1.72 0.12
H 3.21 4.18 -0.48 0.11
H 3.90 2.60 -0.81 0.10
H 1.68 4.01 -2.36 0.13
H 1.46 2.61 -1.31 0.06
```

C45H121N13O19 | ωB97M-V with the def2-TZVPD basis set

Calculated values
- structure (SMILES) = COCCNCCOC.COCCNCCOC.COCCNCCOC.COCCNCCOC.COCCNCCOC.COCCNCCOC.COCCNCCOC.NC(N)=O.NC(N)=O.NC(N)=O.O.O
- total energy (eV) = -106892.5169
- LUMO level (eV) = 0.2836
- Kohn-Sham gap (Eh) = 0.31571

The geometry in XYZ format:
```
198
Properties=species:S:1:pos:R:3:lowdin_charge:R:1
C -4.23 -0.11 -0.02 -0.64
O -4.18 0.96 -0.63 0.01
N -3.71 -1.30 -0.39 0.20
N -4.76 -0.16 1.25 0.16
H -3.37 -1.44 -1.32 0.08
H -3.79 -2.05 0.28 0.06
H -5.13 0.69 1.64 0.11
H -4.94 -1.01 1.74 0.09
C -2.37 6.35 -2.86 -0.68
O -2.00 7.51 -2.85 0.00
N -3.20 5.79 -1.94 0.15
N -2.01 5.41 -3.80 0.16
H -3.66 6.36 -1.25 0.10
H -3.55 4.86 -2.11 0.05
H -1.23 5.59 -4.40 0.09
H -2.43 4.50 -3.71 0.06
C 2.65 -0.83 -4.68 -0.68
O 1.54 -0.44 -4.34 0.00
N 3.53 -0.08 -5.41 0.17
N 3.19 -2.04 -4.37 0.17
H 3.16 0.79 -5.74 0.10
H 4.33 -0.52 -5.81 0.09
H 4.03 -2.36 -4.80 0.10
H 2.63 -2.61 -3.76 0.09
C 2.77 6.81 0.74 -0.10
O 2.07 6.25 1.84 -0.21
C 1.22 5.16 1.51 -0.22
C 0.92 4.39 2.77 -0.20
N 2.08 4.16 3.62 -0.05
C 1.76 3.70 4.95 -0.23
C 3.03 3.70 5.83 -0.24
O 3.35 5.05 6.08 -0.18
C 4.32 5.16 7.11 -0.11
H 2.00 7.40 0.22 0.09
H 3.26 6.06 0.13 0.08
H 3.42 7.62 1.07 0.08
H 1.76 4.56 0.77 0.11
H 0.28 5.55 1.10 0.13
H 0.65 3.37 2.49 0.09
H 0.13 4.94 3.30 0.13
H 2.72 4.94 3.59 0.11
H 1.43 2.65 4.95 0.09
H 1.02 4.26 5.52 0.12
H 3.84 3.13 5.35 0.12
H 2.76 3.12 6.72 0.11
H 5.31 5.23 6.64 0.09
H 4.27 4.41 7.90 0.08
H 4.17 6.13 7.60 0.08
C 0.03 1.18 -7.06 -0.11
O 0.69 1.73 -8.17 -0.19
C 0.22 1.26 -9.43 -0.23
C 1.13 1.75 -10.55 -0.22
N 0.82 3.11 -10.93 -0.05
C 1.71 3.58 -11.99 -0.22
C 1.62 5.09 -12.09 -0.25
O 1.84 5.67 -10.84 -0.18
C 2.44 6.94 -10.89 -0.12
H -0.97 1.58 -6.87 0.09
H 0.62 1.42 -6.18 0.06
H -0.04 0.09 -7.14 0.08
H -0.80 1.62 -9.56 0.12
H 0.20 0.16 -9.44 0.12
H 1.07 1.15 -11.46 0.12
H 2.12 1.56 -10.11 0.12
H 0.99 3.77 -10.17 0.11
H 1.44 3.18 -12.97 0.12
H 2.76 3.33 -11.76 0.12
H 0.70 5.33 -12.64 0.13
H 2.37 5.39 -12.84 0.12
H 2.52 7.37 -9.89 0.09
H 1.86 7.62 -11.52 0.09
H 3.44 6.94 -11.34 0.09
C 0.07 -5.14 -0.60 -0.10
O 1.14 -4.21 -0.47 -0.20
C 0.73 -2.96 -1.02 -0.20
C 1.86 -1.90 -1.00 -0.19
N 1.82 -0.99 0.14 -0.07
C 2.89 0.00 0.11 -0.19
C 3.03 0.61 1.48 -0.23
O 3.24 -0.45 2.38 -0.19
C 3.26 -0.05 3.74 -0.08
H 0.29 -6.02 -0.01 0.10
H -0.18 -5.26 -1.66 0.09
H -0.82 -4.65 -0.19 0.04
H -0.15 -2.55 -0.50 0.12
H 0.59 -3.24 -2.07 0.10
H 1.83 -1.36 -1.95 0.09
H 2.75 -2.54 -1.01 0.13
H 1.92 -1.58 0.96 0.11
H 2.75 0.67 -0.74 0.12
H 3.83 -0.53 -0.13 0.12
H 2.19 1.25 1.77 0.12
H 3.88 1.31 1.44 0.13
H 4.13 0.61 3.79 0.09
H 3.25 -0.93 4.37 0.07
H 2.45 0.56 4.16 0.07
C -4.13 -2.97 8.37 -0.14
O -5.21 -2.91 7.48 -0.18
C -4.90 -3.06 6.10 -0.22
C -3.67 -3.80 5.61 -0.21
N -3.59 -3.63 4.15 -0.05
C -2.27 -4.00 3.67 -0.21
C -2.36 -4.12 2.14 -0.20
O -3.31 -5.20 1.97 -0.17
C -3.75 -5.16 0.62 -0.12
H -3.78 -4.00 8.56 0.09
H -4.57 -2.65 9.32 0.09
H -3.32 -2.26 8.19 0.07
H -4.86 -2.05 5.67 0.12
H -5.82 -3.48 5.68 0.12
H -3.77 -4.87 5.82 0.13
H -2.78 -3.32 6.03 0.11
H -4.19 -4.34 3.73 0.10
H -1.90 -4.94 4.10 0.12
H -1.45 -3.32 3.92 0.10
H -1.37 -4.24 1.70 0.10
H -2.74 -3.18 1.74 0.10
H -4.29 -6.08 0.36 0.09
H -2.93 -5.21 -0.10 0.07
H -4.49 -4.41 0.35 0.09
C 0.32 -3.84 12.17 -0.14
O 0.77 -2.57 11.80 -0.20
C -0.26 -1.68 11.33 -0.18
C -0.72 -2.10 9.95 -0.24
N 0.35 -2.02 8.96 -0.05
C -0.08 -2.38 7.63 -0.22
C 1.10 -2.49 6.66 -0.20
O 0.57 -2.69 5.36 -0.23
C 1.44 -3.40 4.49 -0.11
H 1.18 -4.46 12.44 0.09
H -0.27 -4.41 11.45 0.08
H -0.25 -3.81 13.11 0.09
H 0.14 -0.67 11.37 0.13
H -1.11 -1.87 12.00 0.12
H -1.53 -1.39 9.71 0.12
H -1.33 -3.01 9.95 0.11
H 1.16 -2.51 9.30 0.11
H -0.77 -1.58 7.31 0.12
H -0.63 -3.32 7.55 0.12
H 1.55 -3.44 6.97 0.12
H 1.79 -1.64 6.64 0.12
H 2.51 -3.23 4.68 0.08
H 1.27 -3.03 3.48 0.08
H 1.37 -4.48 4.66 0.09
C 1.15 3.22 -3.55 -0.10
O -0.04 3.05 -2.82 -0.17
C -0.14 1.78 -2.22 -0.22
C -0.45 1.92 -0.72 -0.21
N -0.68 0.71 0.04 -0.04
C -1.03 0.92 1.44 -0.19
C -0.83 -0.40 2.17 -0.23
O -1.44 -0.48 3.43 -0.20
C -0.90 0.39 4.44 -0.08
H 2.00 3.64 -3.00 0.09
H 0.99 3.93 -4.37 0.08
H 1.43 2.30 -4.07 0.06
H 0.79 1.20 -2.26 0.10
H -0.91 1.14 -2.67 0.11
H -1.23 2.68 -0.59 0.11
H 0.38 2.52 -0.30 0.11
H 0.18 0.16 -0.07 0.07
H -2.07 1.17 1.64 0.12
H -0.36 1.69 1.87 0.08
H 0.22 -0.70 2.26 0.10
H -1.31 -1.13 1.52 0.10
H -1.61 0.60 5.24 0.09
H -0.71 1.38 4.02 0.07
H 0.01 -0.16 4.71 0.08
C -2.61 -1.07 -3.76 -0.13
O -3.05 -2.39 -3.72 -0.16
C -2.03 -3.33 -3.94 -0.21
C -1.90 -3.68 -5.46 -0.16
N -0.87 -2.84 -6.11 -0.07
C 0.51 -3.27 -6.01 -0.21
C 0.78 -4.54 -6.79 -0.22
O 2.10 -5.03 -6.61 -0.18
C 2.81 -5.15 -7.82 -0.13
H -1.89 -0.76 -2.99 0.08
H -3.43 -0.38 -3.56 0.10
H -2.20 -0.69 -4.71 0.08
H -2.24 -4.27 -3.43 0.11
H -1.03 -3.02 -3.62 0.09
H -2.79 -3.28 -5.96 0.12
H -1.93 -4.74 -5.69 0.11
H -1.04 -1.91 -5.77 0.07
H 0.68 -3.52 -4.95 0.10
H 1.12 -2.43 -6.33 0.11
H 0.62 -4.28 -7.84 0.12
H 0.06 -5.32 -6.54 0.11
H 2.83 -4.21 -8.38 0.09
H 2.43 -5.90 -8.52 0.09
H 3.82 -5.50 -7.62 0.08
O -0.94 2.74 7.11 -0.06
H -0.97 3.28 7.90 0.04
H -0.37 1.99 7.34 0.03
O -3.38 2.93 -2.33 -0.08
H -3.71 2.09 -1.96 0.01
H -2.54 3.08 -1.89 0.01
```

Q: Number 6 is which compound?
A: C45H121N13O19

Q: Which formula does entry 4 have?
A: C17H25F9IN2O2S

Repeat the fourth record exactly.
C17H25F9IN2O2S | ωB97M-V with the def2-TZVPD basis set

Calculated values
- net charge = +1
- structure (SMILES) = CCCOCc1c(CCCCC(F)(F)C(F)(F)S(F)(F)(F)(F)F)n(CC(=O)I)c[n+]1CC
- total energy (eV) = -68480.8728
- LUMO level (eV) = -4.0111
- Kohn-Sham gap (Eh) = 0.29990

The geometry in XYZ format:
```
57
Properties=species:S:1:pos:R:3:lowdin_charge:R:1
C 5.72 -0.49 0.01 -0.14
C 4.23 -1.22 -0.02 -0.22
C 3.36 -0.94 1.36 -0.19
O 2.17 -1.80 1.44 -0.24
C 1.24 -1.52 0.33 -0.14
C -0.32 -1.92 0.63 0.04
C -1.49 -1.80 -0.56 0.01
C -1.30 -1.33 -2.11 -0.13
C -1.60 0.28 -2.35 -0.19
C -0.13 1.07 -2.52 -0.17
C -0.32 2.72 -2.30 -0.07
C -0.06 3.14 -0.71 -0.21
F -0.89 2.20 0.09 -0.01
F 1.42 2.88 -0.50 -0.01
C -0.47 4.72 -0.56 -0.22
F 0.67 5.51 -1.16 0.01
F -1.67 5.12 -1.34 0.02
S -0.70 5.35 1.17 1.09
F 0.68 6.37 0.98 -0.19
F 0.31 4.18 1.89 -0.18
F -2.15 4.47 1.45 -0.18
F -1.70 6.63 0.50 -0.20
F -0.90 6.05 2.74 -0.18
N -2.78 -2.26 0.09 -0.06
C -4.19 -2.44 -0.43 -0.14
C -4.65 -1.37 -1.59 -0.63
O -4.88 -0.07 -1.43 -0.08
I -4.94 -2.23 -3.63 0.81
C -2.49 -2.64 1.52 0.08
N -1.02 -2.45 1.87 -0.05
C -0.33 -2.76 3.22 -0.14
C 0.55 -4.16 2.94 -0.10
H 6.19 -0.46 -1.06 0.08
H 5.65 0.63 0.39 0.09
H 6.44 -1.09 0.73 0.09
H 4.39 -2.37 -0.23 0.13
H 3.64 -0.68 -0.89 0.10
H 3.02 0.21 1.39 0.14
H 4.03 -1.18 2.31 0.15
H 1.60 -2.19 -0.58 0.15
H 1.29 -0.39 0.03 0.12
H -1.96 -1.98 -2.84 0.08
H -0.17 -1.49 -2.40 0.12
H -2.17 0.40 -3.37 0.12
H -2.28 0.76 -1.53 0.11
H 0.18 0.86 -3.65 0.14
H 0.70 0.65 -1.80 0.09
H 0.51 3.31 -2.91 0.15
H -1.42 2.94 -2.66 0.14
H -4.37 -3.56 -0.77 0.14
H -4.91 -2.25 0.50 0.16
H -3.28 -3.06 2.28 0.17
H -1.14 -3.04 4.02 0.13
H 0.37 -1.89 3.55 0.14
H 1.54 -4.19 3.59 0.10
H 0.89 -4.17 1.80 0.09
H -0.13 -5.11 3.07 0.09
```

Q: What is the total energy in the second record?
A: -36808.3648 eV